1.
16
Properties=species:S:1:pos:R:3:lowdin_spin:R:1 method="wB97M-V/def2-TZVPD" multiplicity=2 de_lowest_kj_mol=510.3 lumo_ev="-4.12 / -9.47" total_charge=+1 mol_weight_g_mol=86.14 homo_ev="-14.82 / -12.67" s2=0.76
C 0.7433 1.0731 -1.5962 0.039
C -1.1898 -0.0005 -2.3900 0.029
N 0.0050 -0.0772 -2.0490 0.249
H 0.1774 1.6102 -0.8421 0.013
H 1.1098 1.7012 -2.3850 0.001
H 1.7454 0.5884 -1.2442 0.006
H -1.5293 -0.9709 -2.7464 0.014
H -1.9371 0.7090 -2.1935 0.013
C 1.1152 -0.7428 1.7120 0.063
C -1.1245 -0.5562 2.3171 0.068
N -0.1288 -1.2946 2.1763 0.405
H 1.0882 0.3743 1.5199 0.026
H 1.3490 -1.1273 0.6902 0.010
H 2.0624 -1.0170 2.2831 0.001
H -2.2365 -0.8272 2.3861 0.026
H -1.2495 0.5574 2.3618 0.038

---

2.
26
Properties=species:S:1:pos:R:3:lowdin_charge:R:1 method="wB97M-V/def2-TZVPD" de_lowest_kj_mol=350.7 lumo_ev=0.73 total_charge=0 mol_weight_g_mol=165.31 homo_ev=-9.41 smiles=CC#CC[C@H](C#N)[Si](C)(C)C
C 4.7838 0.0970 0.4829 -0.107
C 3.4930 0.5331 0.0546 -0.100
C 2.3288 0.7285 -0.2610 -0.077
C 0.9731 0.8531 -0.7670 -0.183
C 0.1816 -0.1179 0.1342 -0.367
C 0.5499 -1.5165 0.0869 -0.307
N 0.6980 -2.6255 -0.0991 0.176
Si -1.6754 -0.1350 -0.0065 0.605
C -2.4813 -1.5178 1.0252 -0.197
C -2.2888 1.6292 0.7188 -0.148
C -2.3320 -0.2329 -1.8206 -0.158
H 4.8557 0.6248 1.5393 0.125
H 5.6106 0.3076 -0.1908 0.079
H 4.6343 -0.8941 0.8174 0.061
H 1.2116 0.5254 -1.8049 0.137
H 0.6076 1.9183 -0.7817 0.136
H 0.4221 0.0131 1.1862 0.127
H -1.5968 -2.0057 1.6587 0.061
H -3.3071 -1.1190 1.6775 0.037
H -2.6727 -2.4258 0.3879 0.035
H -2.0874 2.3207 -0.1090 0.024
H -3.2044 1.7125 1.1656 -0.018
H -1.6105 1.9538 1.4535 -0.005
H -1.4310 0.0382 -2.3566 0.004
H -2.6585 -1.2421 -2.0639 0.026
H -3.0044 0.5772 -2.1273 0.032

---

3.
16
Properties=species:S:1:pos:R:3:lowdin_charge:R:1 method="wB97M-V/def2-TZVPD" de_lowest_kj_mol=355.0 lumo_ev=1.08 total_charge=0 mol_weight_g_mol=95.14 homo_ev=-8.73 smiles=C1[C@H]2N1CC21CC1
C 1.7775 1.2220 -0.1447 -0.173
C 0.3462 1.0146 -0.4776 -0.102
N 1.5288 -0.0568 -0.7582 0.010
C 0.9168 -0.8857 0.3306 -0.124
C -0.3689 -0.1146 0.1924 -0.441
C -1.6756 -0.1772 0.8902 -0.076
C -1.5271 -0.7981 -0.4802 -0.084
H 2.1677 1.2727 0.8722 0.106
H 2.3477 1.8311 -0.8496 0.112
H -0.2698 1.6781 -1.1116 0.138
H 1.3966 -0.7429 1.3100 0.116
H 0.8729 -1.9485 0.0858 0.113
H -2.2620 0.7358 0.9421 0.102
H -1.7503 -0.8212 1.7581 0.099
H -1.4720 -1.8838 -0.5506 0.102
H -2.0343 -0.3322 -1.3242 0.104

---

4.
30
Properties=species:S:1:pos:R:3:lowdin_spin:R:1 method="wB97M-V/def2-TZVPD" multiplicity=3 de_lowest_kj_mol=82.2 lumo_ev="-3.08 / -6.06" total_charge=+1 mol_weight_g_mol=206.33 homo_ev="-9.25 / -12.82" s2=2.01
C 3.2830 1.4974 -0.8217 0.001
C 2.4061 2.4759 -0.3819 0.005
C 2.9583 0.1390 -0.8030 0.000
C 1.1305 2.0460 0.0424 0.039
C 1.6944 -0.2829 -0.3502 0.001
C 0.7823 0.7081 0.0381 0.018
C -1.1717 1.7633 1.0432 0.706
C -2.3836 2.1355 0.5631 0.614
C -1.5398 0.3323 -1.0863 0.052
C 1.2091 -1.7633 -0.4513 0.001
C -1.7733 -1.1183 -1.4522 0.009
C -0.8451 -0.4475 1.5323 0.038
N -0.6518 0.4942 0.4540 0.058
S -3.0686 1.3588 -0.8202 0.384
H 4.3357 1.6159 -1.0333 0.000
H 2.6762 3.4977 -0.1751 0.000
H 3.7357 -0.5846 -1.0849 0.000
H 0.3562 2.8240 0.1770 0.016
H -0.5897 2.1771 1.9074 0.010
H -3.1066 2.8585 1.1195 0.021
H -0.7721 0.8016 -1.7772 0.006
H 1.3579 -2.1254 -1.5648 0.000
H 1.8508 -2.3609 0.1534 0.000
H 0.1614 -1.8224 -0.1023 0.001
H -1.7321 -1.6932 -0.5538 0.001
H -0.8256 -1.4337 -2.0043 0.001
H -2.7251 -1.3480 -1.8866 0.001
H -0.1201 -1.3353 1.6076 0.009
H -0.8299 0.1416 2.4865 0.009
H -1.8988 -0.8949 1.5481 0.001

---

5.
7
Properties=species:S:1:pos:R:3:lowdin_charge:R:1 method="wB97M-V/def2-TZVPD" de_lowest_kj_mol=25.0 lumo_ev=-1.67 total_charge=0 mol_weight_g_mol=166.94 homo_ev=-10.75 smiles="FC1(Br)N=NN=N1"
F -0.7996 1.8523 -0.2011 0.062
C -0.7165 0.5558 -0.0150 -0.886
Br -2.4941 -0.2731 0.0226 0.731
N 0.1184 -0.3601 -1.2120 0.073
N 0.8754 -1.0137 -0.5786 -0.037
N 0.8531 -0.7119 0.8528 0.047
N 0.0153 0.1198 1.0996 0.009

---

6.
92
Properties=species:S:1:pos:R:3:lowdin_charge:R:1 method="wB97M-V/def2-TZVPD" de_lowest_kj_mol=0.0 lumo_ev=0.27 total_charge=0 mol_weight_g_mol=900.15 homo_ev=-7.68
Mg -0.2500 0.2813 -0.0439 0.579
N -2.3692 -5.7531 4.0019 0.097
C -1.6869 -5.1444 2.9537 -0.340
C -2.3914 -4.5210 1.9221 -0.027
C -1.7121 -3.9503 0.8631 -0.062
C -0.3237 -3.9835 0.8233 -0.289
C 0.3873 -4.6163 1.8338 -0.061
C -0.2928 -5.1944 2.8917 -0.031
S 0.5029 -3.1220 -0.4764 0.596
O 1.7594 -3.7703 -0.7305 -0.295
O -0.4455 -2.9866 -1.5531 -0.307
N 0.7003 -1.6234 0.0982 -0.128
C 1.5561 -1.2968 1.0901 -0.459
N 2.3434 -2.1569 1.7520 0.149
C 3.0611 -1.6502 2.7439 -0.121
C 3.0279 -0.3161 3.1225 -0.056
C 2.1814 0.4967 2.3878 -0.129
N 1.4704 0.0324 1.3775 0.069
H -3.3147 -5.4488 4.1597 0.085
H -1.8466 -5.9184 4.8449 0.083
H -3.4738 -4.4765 1.9548 0.115
H -2.2555 -3.4806 0.0544 0.104
H 1.4665 -4.6410 1.7816 0.104
H 0.2587 -5.6975 3.6780 0.109
H 3.6951 -2.3557 3.2731 0.110
H 3.6115 0.0607 3.9484 0.094
H 2.0544 1.5485 2.6280 0.101
O 1.2482 0.8700 -1.4304 -0.557
S 1.4455 0.1655 -2.7563 1.076
C 0.5561 1.1348 -4.0044 -0.303
C 0.8533 2.6286 -4.0878 -0.201
C 0.6835 3.4137 -2.7828 -0.225
C -0.7325 3.3367 -2.2160 -0.280
S -0.9407 3.5608 -0.4152 1.043
O -0.7685 2.2099 0.2083 -0.569
C 0.5527 4.4558 -0.0262 -0.392
C 0.5858 5.8297 -0.2029 -0.080
C 1.7534 6.5171 0.0955 -0.073
C 2.8589 5.8300 0.5788 -0.073
C 2.8032 4.4549 0.7675 -0.058
C 1.6436 3.7566 0.4653 -0.078
C 3.1089 0.6106 -3.2321 -0.373
C 3.6438 0.0641 -4.3909 -0.079
C 4.9307 0.4110 -4.7695 -0.073
C 5.6755 1.2820 -3.9840 -0.079
C 5.1380 1.8013 -2.8155 -0.065
C 3.8472 1.4641 -2.4304 -0.062
H -0.4856 0.9148 -3.7721 0.068
H 0.7920 0.6376 -4.9485 0.097
H 0.1968 3.0425 -4.8600 0.121
H 1.8763 2.7750 -4.4428 0.112
H 0.9419 4.4588 -2.9660 0.120
H 1.3908 3.0355 -2.0522 0.074
H -1.1852 2.3492 -2.3435 0.073
H -1.3964 4.0724 -2.6748 0.097
H -0.2896 6.3593 -0.5613 0.115
H 1.7960 7.5900 -0.0372 0.107
H 3.7648 6.3709 0.8190 0.105
H 3.6643 3.9237 1.1533 0.110
H 1.5723 2.6835 0.5941 0.086
H 3.0666 -0.6358 -4.9840 0.116
H 5.3580 -0.0090 -5.6703 0.107
H 6.6830 1.5450 -4.2785 0.104
H 5.7259 2.4668 -2.1968 0.106
H 3.4104 1.8415 -1.5148 0.102
O -2.4997 -1.0200 6.4950 0.075
C -2.0056 -0.6347 5.2932 -0.304
C -1.7063 -1.5306 4.2754 0.019
C -1.2277 -1.0264 3.0847 -0.117
N -1.0055 0.2739 2.8635 0.053
C -1.2815 1.0854 3.8562 -0.709
Br -0.8911 2.9362 3.5776 0.750
C -1.7902 0.7205 5.0886 -0.046
H -2.6246 -1.9750 6.4965 0.109
H -1.8681 -2.5961 4.3874 0.109
H -1.0162 -1.6963 2.2596 0.095
H -2.0040 1.4443 5.8598 0.110
O -3.7705 -1.2826 1.6739 0.089
C -3.4460 -1.1145 0.5196 -0.422
N -2.2874 -0.5156 0.0527 0.127
C -2.3193 -0.5104 -1.2894 -0.435
O -1.4072 0.0220 -1.9494 -0.038
C -3.5464 -1.1809 -1.8064 -0.082
C -3.9996 -1.4571 -3.0774 0.004
C -5.2160 -2.1290 -3.1870 -0.072
C -5.9345 -2.5011 -2.0548 -0.071
C -5.4601 -2.2166 -0.7747 -0.002
C -4.2569 -1.5538 -0.6803 -0.092
H -3.4278 -1.1759 -3.9519 0.117
H -5.6085 -2.3724 -4.1659 0.101
H -6.8746 -3.0242 -2.1750 0.102
H -6.0080 -2.5043 0.1133 0.118

---

7.
7
Properties=species:S:1:pos:R:3:lowdin_charge:R:1 method="wB97M-V/def2-TZVPD" de_lowest_kj_mol=9.6 lumo_ev=-0.67 total_charge=0 mol_weight_g_mol=223.94 homo_ev=-9.03 smiles=S[PH]#[PH]I
S 2.0982 0.3951 -0.0410 0.185
P 0.2323 0.1597 0.9421 0.085
P -1.1756 1.0262 -0.5530 -0.003
I -3.3091 0.0193 0.1465 0.221
H 2.9452 -0.4865 0.5724 -0.187
H -0.1724 -1.1561 0.4093 -0.141
H -0.6187 0.0424 -1.4764 -0.160